C16H37Cl2N2O2PdSi3 as an isolated structure at a distorted geometry, computed with the ωB97M-V functional and the def2-TZVPD basis.

```
63
Properties=species:S:1:pos:R:3:forces:R:3
Pd -0.9080 -0.3997 0.4099 0.630 -0.771 -0.247
C 1.9478 1.4569 -1.3329 0.188 0.148 -0.173
O 0.9482 1.2901 -0.3542 -0.048 -0.050 0.224
Si 0.4286 2.4287 0.7386 -0.047 0.783 0.426
C 1.8275 3.1864 1.7783 -0.453 -0.467 -0.534
C -0.4211 3.8924 -0.1445 0.333 -0.737 0.285
C -0.6776 1.2625 1.7310 -0.082 -0.495 -0.181
Si -2.5693 1.3444 1.5928 -1.271 0.653 0.416
C -3.5370 -0.2315 2.1364 0.590 0.385 -0.278
C -3.1012 2.6682 2.8664 0.350 -0.384 -0.451
C -3.1590 1.9408 -0.1433 0.325 -0.252 0.598
Si 0.1462 0.0648 2.9578 0.572 -0.203 1.059
C 0.3358 1.0000 4.6114 -0.040 -0.355 -0.734
C 1.8747 -0.4620 2.2844 -0.752 0.300 0.060
C -0.8042 -1.5554 3.4206 0.141 0.691 -0.543
H 2.8766 1.7844 -0.8659 0.138 0.015 -0.089
H 1.6358 2.1921 -2.0777 0.072 0.009 -0.068
H 2.1175 0.4990 -1.8259 0.015 0.031 0.010
H 2.3770 3.9186 1.1957 0.091 0.155 -0.172
H 2.5421 2.4600 2.1466 0.096 -0.192 0.080
H 1.4169 3.7084 2.6345 -0.193 0.138 0.215
H 0.3263 4.6381 -0.3973 0.206 0.116 -0.002
H -1.1424 4.3768 0.5035 -0.183 0.110 0.207
H -0.9296 3.6235 -1.0646 -0.102 -0.169 -0.099
H -3.6335 -0.2368 3.2161 0.054 -0.016 0.259
H -3.0761 -1.1723 1.8385 -0.054 -0.049 0.086
H -4.5425 -0.2230 1.7290 -0.184 0.164 -0.188
H -2.8834 2.3480 3.8786 0.101 -0.126 0.204
H -4.1696 2.8354 2.7955 -0.304 -0.016 -0.104
H -2.6015 3.6145 2.6987 0.135 0.232 -0.068
H -2.4393 1.7372 -0.9341 0.043 0.005 -0.075
H -3.3219 3.0121 -0.1143 0.049 0.273 0.013
H -4.1070 1.4887 -0.4171 -0.160 -0.204 0.048
H 0.9752 1.8674 4.5062 0.207 0.206 -0.042
H 0.7628 0.3444 5.3621 0.145 -0.164 0.160
H -0.6229 1.3441 4.9813 -0.281 0.039 0.038
H 2.6193 0.2944 2.5066 0.146 0.147 0.053
H 1.8492 -0.5914 1.2028 0.051 -0.026 -0.021
H 2.2158 -1.3929 2.7295 -0.042 -0.158 0.168
H -1.6621 -1.3312 4.0440 -0.200 0.065 0.096
H -0.1493 -2.1964 4.0042 0.258 0.010 0.118
H -1.1546 -2.1332 2.5633 0.012 -0.022 0.055
Cl -0.7919 -0.1179 -2.3452 -0.198 0.044 -0.853
C -2.4096 -0.8278 -2.5060 0.198 0.179 -0.229
Cl -2.8811 -1.4136 -0.9033 -0.699 -0.418 -0.142
H -2.3863 -1.6590 -3.2096 0.032 0.122 0.194
H -3.1147 -0.0562 -2.8105 0.139 -0.101 0.050
N 0.0310 -2.3883 0.1095 -0.071 0.377 0.440
C 0.5930 -3.3152 0.5161 -0.435 0.755 -0.558
N 1.2577 -4.3450 0.9191 0.455 -0.402 0.161
C 1.3342 -4.6788 2.3346 0.230 -0.251 0.602
C 2.6720 -5.3747 2.6043 -0.163 0.249 0.182
O 2.8337 -6.4941 1.7701 -0.110 -0.149 0.033
C 2.8581 -6.1119 0.4170 -0.138 0.107 -0.310
C 1.5362 -5.4503 0.0113 0.317 -0.591 -0.288
H 0.5185 -5.3632 2.5976 0.019 0.097 -0.025
H 1.2440 -3.7653 2.9234 0.011 -0.070 -0.024
H 2.6915 -5.7418 3.6309 0.017 0.089 -0.048
H 3.5052 -4.6733 2.4519 -0.093 0.012 0.046
H 2.9944 -7.0256 -0.1640 0.046 0.137 -0.005
H 3.7019 -5.4289 0.2377 -0.103 -0.053 -0.055
H 0.7370 -6.1969 0.0923 0.002 0.103 -0.069
H 1.5868 -5.0743 -1.0120 -0.011 -0.053 0.090
```
Positions in Å, forces in eV/Å.

The calculation puts the molar mass at 551.1 Da. The net charge is +1. Its expectation value of S² is 2.007. The total energy comes out at -2808.39577 Eh. Its spin multiplicity is 3.

Results of the Löwdin charge analysis, in e, for atoms 1 through 8: 0.57, -0.14, -0.39, 0.39, -0.14, -0.14, -0.43, 0.42